This record from the Open Molecules 2025 dataset describes 7 unconnected molecules or ions with the total composition C30H72Cl6N4 in a non-equilibrium geometry. The level of theory is ωB97M-V/def2-TZVPD.

Cartesian coordinates (Å):
C 0.737 -3.656 7.652
C 0.648 -3.408 6.091
N -0.348 -4.400 5.445
C -0.980 -3.973 4.289
C -0.255 -3.256 3.267
C 0.166 -5.703 5.349
C -0.692 -6.826 4.991
H 1.466 -4.489 7.865
H -0.121 -4.067 8.026
H 1.039 -2.788 8.257
H 1.680 -3.416 5.524
H 0.281 -2.400 5.987
H -1.578 -3.225 4.559
H -1.955 -4.528 3.745
H 0.559 -2.772 3.748
H -0.880 -2.454 2.734
H 0.444 -3.861 2.664
H 0.637 -5.924 6.344
H 0.899 -5.776 4.608
H -1.804 -6.941 5.075
H -0.259 -7.784 5.231
H -0.939 -6.733 3.831
C 1.948 4.624 -0.428
C 1.125 5.897 -0.923
N -0.250 5.452 -1.290
C -1.026 4.909 -0.340
C -0.958 5.423 1.006
C -0.790 6.617 -2.013
C -2.108 6.311 -2.951
H 1.688 4.213 0.376
H 3.027 4.779 -0.028
H 2.246 3.883 -1.214
H 1.797 6.135 -1.671
H 1.067 6.499 -0.134
H -0.936 3.958 -0.282
H -2.123 4.863 -0.777
H -0.099 5.588 1.648
H -1.436 4.755 1.743
H -1.533 6.499 0.950
H -0.044 6.769 -2.851
H -0.953 7.481 -1.424
H -1.799 5.565 -3.680
H -2.713 6.979 -3.602
H -3.108 5.865 -2.425
C -0.409 -1.639 -1.870
C 0.617 -2.681 -2.436
N 0.901 -3.739 -1.550
C 1.135 -5.041 -2.172
C 1.751 -5.089 -3.351
C 1.949 -3.346 -0.573
C 2.101 -4.452 0.427
H -0.590 -0.811 -2.600
H -0.092 -0.998 -0.970
H -1.206 -2.186 -1.738
H 1.509 -2.217 -2.832
H 0.027 -3.151 -3.295
H 0.039 -5.376 -2.384
H 1.298 -5.899 -1.447
H 1.859 -4.299 -4.217
H 1.593 -5.999 -3.822
H 2.660 -5.053 -2.913
H 1.704 -2.394 -0.148
H 2.822 -3.302 -1.133
H 2.488 -5.345 0.248
H 1.197 -4.571 1.147
H 2.680 -4.025 1.302
C -1.321 3.740 -6.354
C -1.745 2.370 -5.765
N -2.625 2.485 -4.539
C -3.432 1.311 -4.251
C -2.877 0.043 -4.142
C -2.278 3.187 -3.303
C -1.022 2.373 -2.577
H -2.248 4.305 -6.668
H -0.891 3.606 -7.352
H -0.786 4.418 -5.762
H -0.755 2.109 -5.521
H -2.226 1.773 -6.465
H -4.029 1.171 -5.096
H -4.132 1.647 -3.609
H -1.872 -0.097 -4.528
H -3.478 -0.660 -4.598
H -2.770 -0.146 -3.053
H -3.067 3.339 -2.538
H -2.133 4.253 -3.569
H -1.242 1.511 -2.180
H -0.781 3.029 -1.907
H -0.081 2.184 -3.127
Cl 1.729 0.815 3.411
C 1.202 1.370 1.807
C 0.587 0.204 1.042
Cl -0.277 0.838 -0.300
H 2.016 2.159 1.464
H 0.347 2.175 1.956
H -0.282 -0.356 1.738
H 1.302 -0.530 0.604
Cl -3.058 -0.881 2.288
C -2.480 -0.488 3.966
C -2.820 0.895 4.552
Cl -1.951 2.142 3.551
H -1.324 -0.444 3.923
H -2.787 -1.303 4.629
H -2.094 0.817 5.443
H -3.929 0.992 4.484
Cl 5.613 2.007 0.114
C 5.839 0.375 -0.573
C 4.518 -0.247 -1.056
Cl 4.687 -2.028 -1.469
H 6.237 -0.086 0.303
H 6.575 0.627 -1.419
H 4.356 0.206 -1.799
H 3.990 -0.275 -0.398

**Spin multiplicity**: 1
**HOMO-LUMO gap**: 0.2836 Eh
**ΔE to the lowest compared entry with this formula, charge and spin**: 4.545 eV